1.
The following is a DFT calculation (wB97M-V/def2-TZVPD) of C3H7N in the gas phase in a non-equilibrium geometry.

Geometry as ORCA input:
```
! wB97M-V def2-TZVPD RIJCOSX def2/J DEFGRID3
* xyz 0 1
C -1.4658 -0.1072 -0.0843
C -0.1542 -0.0889 0.1404
C 0.7603 0.7771 -0.6739
N 0.4356 -0.8962 1.0895
H -2.1353 -0.7041 0.5234
H -1.9488 0.5193 -0.8256
H 0.5828 1.8463 -0.5049
H 0.6546 0.6317 -1.7431
H 1.8099 0.6527 -0.4157
H 1.4304 -0.8292 1.2155
H 0.0305 -1.8015 1.2788
*
```

As for the structure (SMILES): C=C(C)N. For the HOMO energy, the calculation gives -0.292 Eh. The total energy comes out at -173.23734 a.u. Its energy relative to the best compared isomer or geometry (same formula, charge and spin) is 3.0 kcal per mole. The frontier orbital gap is 0.334 hartree.

2.
The following is a DFT calculation (wB97M-V/def2-TZVPD) of a 5-piece molecular cluster, CH11O4S overall in a non-equilibrium geometry.

Geometry as ORCA input:
```
! wB97M-V def2-TZVPD RIJCOSX def2/J DEFGRID3
* xyz 0 2
C -1.6593 0.7803 0.3062
S -1.5158 -1.0618 0.3252
H -0.7107 1.1569 -0.0243
H -2.4556 1.0478 -0.3684
H -1.9129 1.1859 1.3421
H -0.2858 -2.0699 -2.6005
H -0.4764 -0.8447 -1.6275
O 0.0088 -1.1791 -2.3983
H -0.1749 -0.5405 2.0275
H 1.3194 -0.8694 2.2780
O 0.5597 -0.4105 2.6500
H 0.7396 2.2395 -0.1756
H 1.8256 2.7234 0.7662
O 1.2828 3.0037 0.0199
H 1.6276 -0.6203 -1.7321
H 1.8077 -0.4040 -0.2259
O 2.2352 -0.2390 -1.0708
*
```

For the HOMO energy (alpha / beta), the calculation gives -0.393 / -0.379 Eh. The total energy comes out at -743.76854 a.u. Its energy relative to the best compared isomer or geometry (same formula, charge and spin) is 9.5 kcal per mole. The frontier orbital gap (alpha / beta) is 0.403 / 0.255 hartree.

3.
The following is a DFT calculation (wB97M-V/def2-TZVPD) of C38H43Cl3F3N5O5S2Se2Tl as an isolated structure in a non-equilibrium geometry.

Geometry as ORCA input:
```
! wB97M-V def2-TZVPD RIJCOSX def2/J DEFGRID3
* xyz -1 1
Tl -0.3023 -1.2286 -1.1236
N -3.2620 -1.8276 -1.7227
C -4.0164 -1.0014 -0.7708
C -3.2258 0.1929 -0.2159
O -3.7551 1.3141 -0.3658
N -2.0739 -0.0905 0.4076
C -1.5094 1.0444 1.1272
C 0.0085 1.2077 0.9906
O 0.4778 2.3466 1.1705
O 0.6952 0.1646 0.7282
H -3.2860 -1.3974 -2.6389
H -3.6846 -2.7424 -1.8121
H -4.2910 -1.6290 0.0774
H -4.9311 -0.5931 -1.2060
H -1.7223 0.9314 2.2007
H -1.9742 1.9832 0.8293
C 2.7925 -3.3143 2.9664
Se 2.1172 -2.4995 1.3178
C 1.9431 -4.2094 0.3574
C 3.2357 -4.7387 -0.2606
Se 3.5092 -4.2992 -2.1543
C 3.6584 -2.3635 -2.0279
H 2.0332 -3.9760 3.3816
H 2.9746 -2.4949 3.6592
H 3.7181 -3.8621 2.7985
H 1.1737 -4.0497 -0.3957
H 1.5553 -4.9194 1.0916
H 3.2510 -5.8294 -0.2533
H 4.1095 -4.3752 0.2784
H 4.6129 -2.0862 -1.5872
H 2.8396 -1.9643 -1.4403
H 3.5852 -1.9702 -3.0396
F -4.5188 4.2606 -4.2160
C -4.3093 3.0345 -4.7137
F -4.0246 3.1819 -6.0289
F -5.4830 2.3734 -4.6556
C -3.2203 2.2924 -4.0015
C -2.6953 2.7542 -2.8190
C -1.7009 1.9969 -2.2027
N -1.2722 0.8418 -2.6855
C -1.7925 0.4065 -3.8394
C -2.7534 1.0962 -4.5445
H -3.0614 3.6605 -2.3598
H -1.2224 2.3330 -1.2905
H -1.4027 -0.5396 -4.2069
H -3.1429 0.7170 -5.4802
Cl -1.5899 6.3606 -3.0610
C -0.0998 5.7546 -2.4067
C -0.1179 4.9103 -1.3111
C 1.0746 4.4097 -0.8143
C 2.2943 4.7700 -1.3836
C 3.5823 4.2173 -0.8153
C 4.1726 3.1341 -1.7329
N 3.1929 2.1791 -2.1966
C 2.8874 1.9353 -3.5172
C 1.9587 0.9364 -3.5045
N 1.6767 0.5804 -2.2097
C 2.4238 1.3428 -1.4509
O 3.2880 3.7076 0.4655
C 4.4044 3.3737 1.2712
C 3.8853 2.8687 2.5789
C 3.7891 3.6182 3.7098
Cl 4.3375 5.2330 3.9266
S 3.0436 2.7727 5.0065
C 2.8363 1.3836 4.0177
C 3.3144 1.5736 2.7656
C 2.2754 5.6327 -2.4735
Cl 3.7653 6.1463 -3.2293
C 1.0935 6.1265 -3.0004
H -1.0546 4.6392 -0.8405
H 1.0630 3.7248 0.0278
H 4.3287 5.0211 -0.7451
H 4.9606 2.6185 -1.1848
H 4.6239 3.5985 -2.6050
H 3.3537 2.4813 -4.3208
H 1.4807 0.4564 -4.3445
H 2.4080 1.3324 -0.3679
H 5.0395 4.2535 1.4213
H 5.0074 2.5901 0.8018
H 2.3302 0.5177 4.4147
H 3.2320 0.8291 1.9838
H 1.1059 6.7881 -3.8547
C -4.6080 -7.5188 4.4412
C -4.1022 -6.1897 3.9378
C -4.9354 -5.0793 3.8601
C -4.4659 -3.8681 3.3676
C -3.1561 -3.7485 2.9296
C -2.3149 -4.8535 3.0015
C -2.7819 -6.0538 3.5160
S -2.7210 -2.1542 2.1176
C -1.1314 -1.9915 2.9558
O -3.6467 -1.1956 2.7765
H -5.6367 -7.4385 4.7926
H -3.9912 -7.8810 5.2662
H -4.5803 -8.2674 3.6470
H -5.9664 -5.1659 4.1852
H -5.1025 -2.9926 3.3198
H -1.2900 -4.7920 2.6537
H -2.1103 -6.9035 3.5893
H -1.3177 -1.8916 4.0247
H -0.6514 -1.1060 2.5398
H -0.5142 -2.8585 2.7338
*
```

For the HOMO energy, the calculation gives -0.173 Eh. The total energy comes out at -9575.79730 a.u. The frontier orbital gap is 0.244 hartree.

4.
The following is a DFT calculation (wB97M-V/def2-TZVPD) of C21H28IN5O8Sr as an isolated structure in a non-equilibrium geometry.

Geometry as ORCA input:
```
! wB97M-V def2-TZVPD RIJCOSX def2/J DEFGRID3
* xyz -2 1
Sr -0.1611 -0.2281 -1.0196
O -4.4814 0.4039 -1.7541
C -3.3116 0.2980 -1.3601
O -2.5011 -0.6456 -1.5560
C -2.8789 1.4982 -0.4569
N -1.5076 1.5561 0.1010
C -1.5330 2.0788 1.4629
C -0.1882 2.3433 2.1433
N 0.6828 1.2037 2.2797
C 2.0948 1.5004 2.3000
C 2.9813 0.3306 1.8355
N 2.5507 -0.4301 0.6640
C 3.3288 -0.1640 -0.5375
C 3.0559 1.1608 -1.2437
N 1.6688 1.3283 -1.6636
C 0.9240 1.9677 -0.5793
C -0.5991 2.2846 -0.7936
C 1.4258 2.0122 -2.9333
C 0.2386 1.3906 -3.7530
O -0.2904 2.1723 -4.5552
O 0.0046 0.1792 -3.5168
C 2.5529 -1.8676 0.9697
C 1.9036 -2.8147 -0.0740
O 2.2240 -4.0004 0.0445
O 1.1500 -2.2759 -0.9288
C 0.2027 0.1908 3.1983
C -0.7943 -0.8383 2.5816
O -1.5997 -1.3383 3.3873
O -0.6460 -1.0723 1.3626
H -3.5796 1.4631 0.3779
H -3.0960 2.4235 -1.0063
H -2.1098 1.3738 2.0650
H -2.0728 3.0444 1.4868
H -0.4385 2.7860 3.1270
H 0.3452 3.1250 1.5934
H 2.4642 1.7924 3.3035
H 2.2665 2.3665 1.6573
H 3.0697 -0.3672 2.6707
H 3.9961 0.7368 1.6889
H 3.0936 -0.9598 -1.2439
H 4.4167 -0.2066 -0.3244
H 3.6824 1.1707 -2.1379
H 3.3812 2.0124 -0.6180
H 1.4167 2.9197 -0.3320
H 1.0027 1.3146 0.2939
H -0.9082 2.0437 -1.8138
H -0.7430 3.3698 -0.7015
H 2.2843 1.9063 -3.6007
H 1.2575 3.0861 -2.7818
H 1.9927 -2.0254 1.8920
H 3.5837 -2.2228 1.1355
H -0.2652 0.6432 4.0857
H 1.0524 -0.3976 3.5535
I -0.7074 -4.3985 -3.3860
C -2.0358 -3.9974 -1.7960
C -3.3356 -3.6118 -2.0922
C -4.1437 -3.2666 -1.0236
C -3.6280 -3.3249 0.2620
C -2.3194 -3.7449 0.4330
N -1.5373 -4.0980 -0.5891
H -3.6706 -3.5227 -3.1145
H -5.1438 -2.8930 -1.2027
H -4.2053 -3.0037 1.1185
H -1.8623 -3.7614 1.4145
*
```

For the HOMO energy, the calculation gives -0.116 Eh. The total energy comes out at -2021.34590 a.u. Its energy relative to the best compared isomer or geometry (same formula, charge and spin) is 65.0 kcal per mole. The frontier orbital gap is 0.267 hartree.

5.
The following is a DFT calculation (wB97M-V/def2-TZVPD) of a 2-piece molecular cluster, C2H3BrClNO2 overall in a non-equilibrium geometry.

Geometry as ORCA input:
```
! wB97M-V def2-TZVPD RIJCOSX def2/J DEFGRID3
* xyz 0 1
C -0.7214 0.0185 -0.4799
C 0.7696 -0.2779 -0.5711
N 1.5824 0.2325 0.4400
O 2.6124 -0.3908 0.6716
O 1.0811 1.1344 1.1384
Cl 1.4833 -1.0747 -1.7737
Br -3.6617 -0.2154 1.7987
H -1.0737 0.1544 0.7066
H -1.2969 -0.6554 -1.0224
H -0.7750 1.0743 -0.9082
*
```

For the HOMO energy (alpha / beta), the calculation gives -0.405 / -0.335 Eh. The total energy comes out at -3317.23430 a.u. Its energy relative to the best compared isomer or geometry (same formula, charge and spin) is 74.0 kcal per mole. The frontier orbital gap (alpha / beta) is 0.338 / 0.191 hartree.

6.
The following is a DFT calculation (wB97M-V/def2-TZVPD) of C25H34N6ReS as an isolated structure in a non-equilibrium geometry.

Geometry as ORCA input:
```
! wB97M-V def2-TZVPD RIJCOSX def2/J DEFGRID3
* xyz 4 4
Re 0.5350 0.1655 -0.6467
C -0.4033 0.8589 2.3174
C 0.2416 2.2356 2.2931
C 0.7153 2.8851 1.0217
C 0.8915 4.2696 1.1133
C 1.4120 4.9960 0.0596
C 1.8317 4.2882 -1.0655
C 1.6347 2.9257 -1.0976
N 1.0453 2.2178 -0.1034
N 0.3018 -0.2794 1.6803
C 1.7137 -0.3617 2.1621
C 2.6976 -0.8730 1.1468
C 3.8852 -1.4809 1.5349
C 4.8601 -1.7576 0.5858
C 4.6139 -1.4015 -0.7359
C 3.3958 -0.8366 -1.0547
N 2.4429 -0.5761 -0.1462
C -0.3892 -1.5323 2.1076
C -1.9010 -1.5301 2.2679
C -2.4866 -2.4758 3.1209
C -3.8607 -2.4622 3.2780
C -4.6481 -1.5425 2.6085
C -3.9862 -0.6480 1.7676
N -2.6832 -0.6825 1.6266
H -1.3916 0.9091 1.8476
H -0.5549 0.6201 3.3769
H 1.0890 2.2810 2.9881
H -0.5071 2.8954 2.7408
H 0.6132 4.7699 2.0289
H 1.5023 6.0721 0.1148
H 2.2964 4.7845 -1.9058
H 1.9853 2.3758 -1.9614
H 1.7936 -0.9414 3.0870
H 2.0478 0.6504 2.4101
H 4.0634 -1.7310 2.5691
H 5.7930 -2.2227 0.8717
H 5.3514 -1.5673 -1.5050
H 3.1792 -0.5639 -2.0773
H -0.0066 -1.8155 3.0962
H -0.0977 -2.3426 1.4287
H -1.8645 -3.1845 3.6515
H -4.3318 -3.1747 3.9545
H -5.7254 -1.4925 2.7057
H -4.5417 0.0949 1.2104
C -1.6644 -1.9129 -1.1610
C -2.3804 -0.6403 -1.6219
N -1.6022 0.5805 -1.2592
C -1.6288 1.5905 -2.3486
C -0.8353 1.1346 -3.5645
S 0.8269 0.5144 -3.0943
C 0.8536 -1.1886 -3.7384
C -0.0906 -2.1313 -3.0040
N -0.2382 -1.8509 -1.5457
H -1.7301 -2.0057 -0.0793
H -2.1607 -2.7871 -1.5963
H -2.5204 -0.6652 -2.7021
H -3.3767 -0.6240 -1.1751
H -2.0848 1.0053 -0.4642
H -2.6592 1.8028 -2.6601
H -1.2054 2.5206 -1.9588
H -1.3272 0.3494 -4.1338
H -0.6775 1.9826 -4.2322
H 0.5983 -1.1486 -4.8005
H 1.8918 -1.5126 -3.6614
H -1.0762 -2.0858 -3.4669
H 0.2808 -3.1488 -3.1549
H 0.2536 -2.5983 -1.0516
*
```

For the HOMO energy (alpha / beta), the calculation gives -0.729 / -0.729 Eh. The total energy comes out at -1776.56950 a.u. Its energy relative to the best compared isomer or geometry (same formula, charge and spin) is 18.8 kcal per mole. The frontier orbital gap (alpha / beta) is 0.245 / 0.185 hartree.

The records above give, respectively, M values of 57.10; 119.16; 1239.58; 693.01; 188.41; 636.86 g mol⁻¹.